DFT (the ωB97M-V functional and the def2-TZVPD basis) results for an isolated molecule of H3N3OS3 in a non-equilibrium geometry.

```
10
H3N3OS3 | the Open Molecules 2025 dataset | the ωB97M-V functional and the def2-TZVPD basis
N -0.61855 1.39670 0.16827
N -1.36077 -1.01073 -0.55184
N 0.98139 -0.80222 0.32795
O 1.78953 1.50105 -0.28284
S -2.04378 0.58120 -0.03746
S -0.37487 -1.90940 0.49683
S 0.71913 0.81667 0.71928
H -2.13561 -1.60101 -0.99348
H 1.81703 -1.08613 0.96643
H 1.22652 2.11387 -0.81314
```

Calculated values
Energy relative to the best compared isomer or geometry (same formula, charge and spin) in kcal/mol: 18.79
HOMO in eV: -7.59
DFT total energy in eV: -39067.969
E_LUMO in Ha: 0.006
Gap between HOMO and LUMO in eV: 7.761
Net charge: 0

These are the Löwdin partial charges, in e, on atoms 1 to 2: atom 1 (N): -0.76, atom 2 (N): -0.75